Molecular formula: C30H32N5O
Method: DFT, wB97M-V/def2-TZVPD

XYZ file:
```
68
C30H32N5O (wB97M-V/def2-TZVPD)
O -4.431 -1.489 0.581
N 1.322 -1.793 -4.376
N -1.921 1.931 2.089
N 1.123 0.553 -0.572
N -0.889 1.750 1.302
N 0.220 2.203 1.954
C -0.396 -1.352 -0.349
C 0.842 -1.912 -5.738
C 0.656 -1.174 -3.346
C 4.754 -3.109 -2.527
C 3.468 -3.053 -4.598
C -2.595 -2.247 -0.847
C 2.559 -2.119 -2.492
C -4.734 2.923 5.102
C -1.240 -2.127 -1.145
C 3.703 -2.529 -1.797
C -4.311 3.450 6.336
C -0.863 -0.941 0.907
C -1.505 2.575 3.225
C -2.953 3.746 6.534
C 1.921 1.280 -1.675
C 1.957 0.844 0.703
C -5.405 -2.060 -0.323
C 1.376 -1.338 -2.157
C -2.022 3.506 5.520
C -0.139 2.774 3.129
C 1.536 2.174 1.327
C -3.806 2.673 4.089
C -2.216 -0.947 1.172
C -2.431 2.929 4.286
C 3.370 0.942 -1.348
C 2.480 -2.388 -3.886
C 3.409 0.906 0.197
C -3.109 -1.590 0.286
C 1.005 -0.896 -0.778
C 4.646 -3.367 -3.903
H -3.253 -2.828 -1.488
H 3.767 -2.379 -0.718
H 1.686 -2.111 -6.404
H 1.760 2.361 -1.574
H 3.302 -3.328 -5.639
H -5.036 3.630 7.135
H 3.681 -0.025 -1.777
H 1.584 2.968 0.557
H 1.728 -1.358 -0.091
H -0.281 -0.650 -3.535
H 2.251 2.424 2.125
H 5.684 -3.366 -2.014
H -6.360 -1.812 0.142
H 0.120 -2.738 -5.836
H -5.788 2.704 4.931
H 4.046 1.701 -1.785
H 1.763 0.034 1.415
H 0.539 3.238 3.819
H 0.343 -0.986 -6.043
H -0.165 -0.636 1.687
H 3.996 0.075 0.621
H 0.181 0.979 -0.383
H 3.860 1.856 0.535
H 5.480 -3.819 -4.438
H -4.111 2.268 3.120
H -0.967 3.751 5.662
H -2.625 4.164 7.489
H -2.647 -0.471 2.040
H -5.330 -1.605 -1.319
H -5.287 -3.150 -0.399
H -0.876 -2.599 -2.055
H 1.575 0.978 -2.665
```

## Properties
* E_HOMO: -0.391 hartree
* net charge: +1
* frontier orbital gap: 0.3135 Eh
* structure (SMILES): COc1ccc([C@@H](c2cn(C)c3ccccc23)[N@@H+]2CCC[C@H]2Cn2cc(-c3ccccc3)nn2)cc1
* multiplicity: 1